[1]
10
Properties=species:S:1:pos:R:3:forces:R:3:lowdin_charge:R:1 method="wB97M-V/def2-TZVPD" relative_energy_kcal_mol=1.41 gap_ev=9.8 smiles=CSS.S
C -1.499 -0.288 -0.881 -0.0928 0.2337 0.0874 -0.489
S -1.495 -0.907 0.812 -0.3864 0.1487 0.1047 0.341
S 0.390 -1.590 1.090 0.3936 -0.1525 -0.0916 0.289
H -0.943 0.640 -0.955 0.2719 -0.0045 0.0204 -0.008
H -2.534 -0.015 -1.096 -0.0487 -0.2964 -0.0852 0.032
H -1.122 -1.036 -1.573 -0.0959 0.0368 -0.0527 0.034
H 1.019 -0.450 1.431 -0.0805 0.0305 0.0374 -0.207
S 1.781 2.484 -1.419 0.2110 0.3521 -0.1070 0.506
H 1.962 1.836 -0.270 -0.0151 -0.1395 0.1446 -0.238
H 0.813 1.667 -1.817 -0.1570 -0.2090 -0.0581 -0.260



[2]
10
Properties=species:S:1:pos:R:3:forces:R:3:lowdin_charge:R:1 method="wB97M-V/def2-TZVPD" relative_energy_kcal_mol=4.60 total_charge=+1 gap_ev=10.8
C -1.310 -0.818 -0.991 0.3309 -0.0931 -0.1495 0.139
N -0.323 -1.022 -0.216 -0.0125 0.2165 -0.5025 0.160
H -1.579 0.199 -1.260 -0.4701 0.0021 0.5703 0.121
H -1.821 -1.660 -1.441 0.1377 0.0329 -0.3420 0.119
H 0.148 -1.921 -0.280 -0.3809 -0.2415 0.7730 0.153
H 0.134 -0.210 0.331 0.5436 0.1032 -0.5219 0.073
N 1.037 1.123 0.841 -0.1173 0.0490 0.5032 0.037
H 0.911 1.250 1.843 -0.0341 -0.1008 0.0650 0.066
H 0.759 2.018 0.451 0.0905 0.0284 -0.2130 0.062
H 2.045 1.043 0.723 -0.0879 0.0033 -0.1826 0.068



[3]
10
Properties=species:S:1:pos:R:3:forces:R:3:lowdin_charge:R:1 method="wB97M-V/def2-TZVPD" relative_energy_kcal_mol=102.98 total_charge=+1 gap_ev="9.8 / 9.4"
C 0.214 0.564 -0.015 -1.2981 2.0278 -2.3546 -0.350
N 1.224 -0.325 -0.049 3.7119 -2.9620 3.4834 -0.025
N -1.114 -0.255 -0.229 1.1982 -3.3482 -2.6099 0.183
H 0.288 1.263 -0.962 -0.2696 -1.3477 1.4299 0.180
H 0.158 1.280 0.791 -0.8287 -0.2541 0.6851 0.122
H 1.449 -1.026 1.619 -0.5313 1.5602 -3.5679 0.298
H 2.179 0.112 -0.056 -1.2793 -0.4361 -0.0452 0.082
H -1.323 -0.407 -1.257 0.2727 1.3023 0.9926 0.187
H -1.191 -1.329 -0.053 1.3073 2.0739 0.9022 0.212
H -1.884 0.123 0.211 -2.2832 1.3838 1.0843 0.111



[4]
11
Properties=species:S:1:pos:R:3:forces:R:3:lowdin_charge:R:1 method="wB97M-V/def2-TZVPD" relative_energy_kcal_mol=18.44 total_charge=-1 gap_ev=7.3
N -2.257 -2.021 0.039 3.7789 -0.0352 1.6346 -0.032
H -2.063 -1.968 1.075 -0.1936 -0.5831 -1.1008 0.014
H -3.010 -1.407 0.019 -1.6766 1.5937 -0.6477 -0.056
H -1.398 -1.430 -0.254 -1.8276 -0.7640 0.1111 0.026
N 1.964 0.064 -0.054 -0.5717 0.0870 -1.2077 -0.099
C 0.901 1.311 -0.002 1.4667 0.3957 -1.5784 -0.639
O -0.341 0.967 -0.015 -1.0526 -0.8000 -0.0033 -0.335
H 2.130 -0.369 -1.039 -0.8921 1.2388 2.0068 0.027
H 1.298 -0.562 0.409 0.4655 -0.4212 -0.2080 -0.020
H 1.198 2.005 -0.905 0.1200 -0.7333 0.9468 0.067
H 1.212 1.822 0.931 0.3830 0.0217 0.0466 0.047



[5]
11
Properties=species:S:1:pos:R:3:forces:R:3:lowdin_charge:R:1 method="wB97M-V/def2-TZVPD" relative_energy_kcal_mol=31.30 total_charge=-1 gap_ev=7.5
O 1.900 0.656 1.393 -0.4120 0.3285 -0.2511 -0.567
H 1.366 1.459 1.497 0.2808 -0.0585 0.0711 -0.156
N 0.801 -0.544 -0.795 1.1709 1.3112 -1.1674 -0.061
C -0.609 -0.621 -0.718 -0.5994 2.0642 2.0015 -0.361
N -1.284 0.453 0.287 0.4973 -1.0205 -1.2323 -0.063
H 1.066 0.157 -1.491 -0.4873 -0.5537 -0.8744 0.043
H 1.299 0.061 -0.060 -0.4970 -1.2416 1.7119 -0.005
H -1.089 -0.447 -1.705 0.0664 -0.7425 0.7098 0.087
H -0.942 -1.435 -0.061 0.4832 -1.1562 -1.5844 0.073
H -1.940 -0.248 0.631 -0.4642 0.9990 0.6856 0.002
H -0.569 0.508 1.021 -0.0387 0.0702 -0.0703 0.007



[6]
11
Properties=species:S:1:pos:R:3:forces:R:3:lowdin_charge:R:1 method="wB97M-V/def2-TZVPD" relative_energy_kcal_mol=16.95 multiplicity=2 gap_ev="3.9 / 9.4" s2=0.753
N -0.054 0.571 0.191 2.9882 3.5091 2.0885 0.005
C -0.993 -0.230 -0.268 3.2472 -3.6309 -2.6138 -0.489
N -2.265 -0.156 -0.060 -5.4960 2.3098 2.5296 0.022
H -0.313 1.094 1.055 0.9105 -0.6959 -0.8054 0.086
H 0.983 0.350 0.024 -2.5836 0.4132 0.7913 0.067
H -0.670 -0.950 -0.959 0.3166 -0.8776 -0.8785 0.076
H -2.934 -0.737 -0.507 -0.0556 -0.2333 -0.2809 0.074
H -2.659 0.637 0.467 0.2608 -0.7120 -0.6997 0.092
H 3.300 -0.273 0.755 1.0011 -0.1120 1.1505 0.039
H 3.134 -0.024 -0.713 1.0148 0.3520 -1.5897 0.034
O 2.669 -0.203 0.071 -1.6039 -0.3225 0.3080 -0.006



[7]
13
Properties=species:S:1:pos:R:3:forces:R:3:lowdin_charge:R:1 method="wB97M-V/def2-TZVPD" relative_energy_kcal_mol=4.32 gap_ev=9.7
H 0.572 0.856 -2.181 1.7562 1.0390 -3.1366 0.001
N 0.172 0.490 -1.406 -1.5626 -0.0729 3.6327 0.121
C 0.765 0.853 -0.329 1.1324 -0.7857 -0.5662 -0.621
N 2.017 1.468 -0.239 -0.7469 0.7254 -1.7260 0.134
O 0.255 0.532 0.846 0.4437 0.5975 0.9119 -0.241
Si -1.017 -0.426 1.245 -1.3369 -1.2002 1.1486 0.293
P -0.975 -2.243 0.002 -0.4824 -0.4910 -1.4957 0.492
H 2.232 1.888 -1.143 0.4693 -0.2442 0.7023 0.097
H 2.755 1.493 0.458 -1.0436 -0.3098 0.1109 0.106
H -0.604 -0.831 2.706 -0.7430 0.6352 -1.2078 -0.033
H -2.476 0.033 1.006 1.2577 0.4378 0.5764 -0.045
H -2.341 -2.682 0.191 0.5661 0.3365 0.3030 -0.158
H -1.355 -1.432 -1.155 0.2901 -0.6677 0.7466 -0.145



[8]
11
Properties=species:S:1:pos:R:3:forces:R:3:lowdin_charge:R:1 method="wB97M-V/def2-TZVPD" relative_energy_kcal_mol=95.17 gap_ev="8.2 / 8.7"
C -0.859 -1.040 0.080 0.0057 -0.8468 -1.4866 -0.373
N 1.751 0.772 0.328 0.0338 0.3783 0.7495 -0.119
N 1.421 -0.166 -0.584 0.0646 0.8538 0.6761 -0.058
P -1.309 0.663 -0.106 -0.5963 0.8077 2.8701 0.670
H -0.476 -1.391 1.023 -0.0246 -0.1148 0.1990 -0.017
H -0.951 -1.805 -0.751 0.1224 1.1110 1.1990 0.031
H 1.377 0.870 1.306 0.4279 -0.6644 -1.4400 0.103
H 1.954 1.636 -0.101 -0.2501 1.1522 -0.2311 0.053
H 1.597 -0.972 -0.055 -0.1745 -2.1111 0.3663 -0.007
H -2.750 0.797 0.181 0.7960 -0.4375 0.6115 -0.100
H -1.755 0.635 -1.321 -0.4050 -0.1284 -3.5137 -0.183